# 1
{"formula": "C2H3NO2S2", "method": "ωB97M-V/def2-TZVPD", "species": ["S", "C", "C", "S", "H", "H", "O", "N", "O", "H"], "coordinates": [[0.1066, 2.7278, 0.1672], [-0.9277, 1.5642, 0.1632], [-1.7643, 0.5703, 0.1272], [-1.3502, -1.0501, 0.7334], [-2.7428, 0.6597, -0.3150], [-2.5923, -1.3706, 1.0964], [3.4581, -0.9431, 0.5154], [2.3548, -0.7272, 0.1532], [2.1943, -0.8119, -1.2273], [1.2635, -0.6190, -1.4137]], "atomic_forces_ev_per_a": [[-0.21, -0.23, 0.03], [0.40, 0.45, -0.05], [-0.22, -0.61, 0.18], [0.26, 0.13, -0.05], [-0.05, 0.26, -0.17], [-0.14, -0.02, 0.07], [-1.29, 0.19, -1.16], [0.36, 0.01, 0.89], [0.93, -0.22, -0.16], [-0.04, 0.04, 0.42]], "e_above_lowest_kcal_mol": 96.4, "e_homo_ha": -0.3100, "smiles": "S=C=CS.O=NO", "orbital_gap_ev": 7.69, "fmax_ev_per_a": 1.7, "multiplicity": 1, "e_tot_ev": -29373.798, "total_charge": 0}

# 2
{"formula": "C7H9O3", "method": "ωB97M-V/def2-TZVPD", "species": ["O", "O", "C", "C", "C", "C", "C", "C", "C", "O", "H", "H", "H", "H", "H", "H", "H", "H", "H"], "coordinates": [[0.6341, 1.8473, -2.6345], [1.7589, 2.2020, -3.0562], [-1.6863, 0.4672, -1.0419], [-0.5155, -0.0968, -0.3502], [0.0201, -1.3188, -0.6447], [1.0224, -1.9174, 0.1323], [1.5236, -1.2731, 1.2757], [1.0286, -0.0787, 1.6737], [-0.0620, 0.6099, 0.9180], [-1.2153, 0.7086, 1.7869], [-2.0114, -0.1508, -1.9005], [-2.5316, 0.5215, -0.3343], [-1.4954, 1.4958, -1.3890], [-0.4301, -1.9093, -1.4592], [1.4185, -2.8815, -0.1485], [2.2863, -1.7656, 1.8694], [1.3172, 0.3225, 2.6427], [0.2953, 1.5998, 0.5775], [-1.3574, 1.6174, 2.0829]], "atomic_forces_ev_per_a": [[3.58, 1.13, -1.36], [-3.50, -1.11, 1.32], [-0.82, 0.26, -0.43], [0.58, -0.97, 0.96], [-0.75, -0.14, -0.49], [0.30, -0.11, -0.25], [0.14, 0.05, 0.25], [-0.07, -0.22, 0.07], [-0.07, 0.05, -0.47], [-0.01, 0.47, 0.03], [0.29, 0.33, 0.37], [0.26, 0.03, -0.26], [-0.12, -0.27, 0.05], [0.38, 0.42, 0.24], [-0.04, -0.09, -0.03], [-0.06, 0.02, -0.01], [-0.01, 0.21, -0.28], [-0.28, 0.13, 0.45], [0.19, -0.19, -0.16]], "e_homo_ha": [-0.2598, -0.3342], "orbital_gap_ev": [7.93, 8.06], "fmax_ev_per_a": 4.0, "multiplicity": 4, "e_tot_ev": -13541.788, "total_charge": 0}

# 3
{"formula": "C4H10OS2", "method": "ωB97M-V/def2-TZVPD", "species": ["C", "C", "O", "C", "S", "S", "C", "H", "H", "H", "H", "H", "H", "H", "H", "H", "H"], "coordinates": [[0.1407, 1.2806, -0.6877], [1.2858, 0.9751, -1.6844], [2.5732, 1.3401, -1.1236], [0.3859, 1.0097, 0.8087], [0.7184, -0.7122, 1.0630], [-1.4814, -1.3737, 0.1396], [-2.0936, -2.4688, 1.3549], [-0.6962, 0.7085, -1.1848], [-0.0119, 2.3821, -0.7922], [1.0454, 1.5007, -2.5916], [1.3725, -0.1466, -1.9406], [2.7981, 0.6249, -0.5065], [1.2147, 1.6649, 1.1401], [-0.5637, 1.2206, 1.2385], [-2.0257, -2.0899, 2.4203], [-1.4367, -3.3173, 1.1482], [-3.2256, -2.5986, 1.1982]], "atomic_forces_ev_per_a": [[0.26, 0.53, -1.97], [1.17, -2.14, 1.48], [-0.98, -0.08, -0.33], [0.15, 0.29, -2.01], [-3.20, -1.38, -0.72], [2.93, 1.96, 1.03], [-1.05, 0.05, 1.23], [0.24, 0.87, 1.10], [-0.38, -0.83, 0.26], [0.48, 0.37, -0.35], [-0.52, 1.52, 0.29], [0.22, 0.34, -0.42], [-0.35, -0.62, 0.17], [-0.34, 0.43, 1.13], [0.34, -0.36, -1.29], [-0.74, -0.71, 0.70], [1.76, -0.22, -0.28]], "e_above_lowest_kcal_mol": 44.9, "e_homo_ha": [-0.5141, -0.5122], "orbital_gap_ev": [7.10, 5.28], "fmax_ev_per_a": 3.7, "multiplicity": 2, "e_tot_ev": -28017.625, "total_charge": 1}

# 4
{"formula": "C14H34Cl8O8P2", "method": "ωB97M-V/def2-TZVPD", "species": ["C", "O", "P", "O", "O", "C", "O", "C", "H", "H", "H", "H", "H", "H", "H", "H", "H", "C", "O", "P", "O", "O", "C", "O", "C", "H", "H", "H", "H", "H", "H", "H", "H", "H", "Cl", "C", "C", "Cl", "H", "H", "H", "H", "Cl", "C", "C", "Cl", "H", "H", "H", "H", "Cl", "C", "C", "Cl", "H", "H", "H", "H", "Cl", "C", "C", "Cl", "H", "H", "H", "H"], "coordinates": [[-5.7135, -2.1564, 4.8058], [-4.3524, -2.4680, 5.0297], [-3.4819, -2.9908, 3.7788], [-2.1337, -3.4397, 4.1560], [-3.5915, -1.7704, 2.7772], [-2.5657, -1.5497, 1.7958], [-4.3755, -4.1217, 3.0949], [-4.6461, -5.2530, 3.9276], [-6.3808, -2.8381, 5.3377], [-6.0112, -2.1829, 3.7550], [-5.9316, -1.1486, 5.1601], [-3.0285, -1.3127, 0.8411], [-1.9548, -2.4364, 1.6245], [-1.9684, -0.7167, 2.1599], [-5.1136, -6.0098, 3.3023], [-5.3450, -4.9631, 4.7107], [-3.7553, -5.6966, 4.3685], [4.0827, 3.3256, -3.3182], [3.4401, 2.2646, -2.5978], [4.3051, 1.3947, -1.5832], [5.5050, 0.7841, -2.1480], [3.1908, 0.3691, -1.0811], [3.5989, -0.7898, -0.3630], [4.5994, 2.3609, -0.3632], [3.6810, 2.7130, 0.6544], [5.1600, 3.3350, -3.1755], [3.5107, 4.2371, -3.1553], [3.9396, 3.1284, -4.3910], [4.6872, -0.8335, -0.2801], [3.2074, -1.7187, -0.7592], [3.2617, -0.7156, 0.6775], [3.9146, 2.1442, 1.5582], [2.6493, 2.5538, 0.3580], [3.8148, 3.7523, 0.9565], [-2.2100, 2.1190, -0.1530], [-0.7582, 1.5185, -1.0006], [-0.0932, 0.3759, -0.2764], [0.5891, 0.9290, 1.2965], [-0.0547, 2.3249, -1.1982], [-1.1055, 1.1689, -1.9751], [0.7588, -0.0194, -0.8206], [-0.7929, -0.3925, 0.0267], [2.3134, -1.8894, -3.2962], [1.5055, -0.3669, -3.7326], [0.4041, -0.5883, -4.7425], [1.0349, -1.2685, -6.2831], [2.2171, 0.3856, -4.0651], [1.0622, 0.0381, -2.8222], [-0.0682, 0.3815, -4.9079], [-0.3515, -1.2934, -4.4087], [1.2053, 8.3254, 2.5343], [0.6864, 6.6964, 2.1131], [0.8942, 6.4377, 0.6324], [0.3019, 4.7869, 0.2764], [-0.3775, 6.6387, 2.3421], [1.2091, 5.9769, 2.7336], [1.9706, 6.4359, 0.4545], [0.4307, 7.1184, -0.0699], [-1.9492, -2.3146, -1.6386], [-1.4557, -4.0212, -1.3311], [-0.1954, -4.4199, -2.0558], [-0.6024, -4.5853, -3.7847], [-2.3155, -4.6294, -1.5900], [-1.3399, -4.0890, -0.2483], [0.2746, -5.3333, -1.6907], [0.6131, -3.6972, -1.9330]], "atomic_forces_ev_per_a": [[-1.12, 0.47, -0.15], [0.64, -0.54, -0.72], [0.38, 0.26, 0.85], [-0.64, 0.32, -0.18], [-0.10, -0.57, -0.07], [0.02, 0.08, -0.13], [0.17, 0.26, 0.03], [-0.40, -0.48, -0.06], [0.28, -0.13, 0.13], [0.27, -0.08, -0.02], [0.24, -0.01, 0.10], [-0.22, 0.19, 0.15], [0.09, 0.02, 0.32], [0.20, -0.05, -0.20], [-0.06, 0.10, -0.08], [0.02, -0.07, 0.10], [0.20, 0.29, -0.03], [-0.57, -0.42, -1.34], [-0.18, -0.36, 0.39], [-0.24, -0.16, -0.10], [0.08, 0.29, 0.20], [-0.29, 0.38, -0.46], [0.75, -0.08, 1.54], [0.64, -0.07, -0.29], [-0.22, 0.09, 0.75], [-0.06, 0.41, 0.46], [0.54, 0.19, 0.55], [0.06, -0.21, 0.24], [-0.02, -0.18, -0.41], [-0.07, 0.22, -0.52], [-0.29, 0.21, -0.19], [-0.18, -0.26, -0.18], [-0.05, -0.05, 0.00], [0.12, 0.11, -0.48], [0.26, 0.01, -0.03], [-0.02, -0.36, -0.54], [0.04, 0.36, 0.88], [0.06, 0.08, 0.05], [-0.10, 0.18, 0.29], [-0.03, -0.10, 0.06], [-0.14, -0.08, -0.16], [-0.06, -0.15, -0.42], [0.11, 0.07, -0.10], [-0.49, 0.13, 0.13], [0.15, -0.07, -0.09], [-0.16, 0.39, 0.19], [0.27, -0.34, -0.14], [0.00, -0.13, -0.04], [0.02, -0.10, -0.37], [0.06, -0.04, 0.21], [0.30, 0.44, 0.09], [-1.11, -0.06, -0.37], [1.02, -0.50, 0.30], [-0.04, -0.01, -0.05], [0.07, -0.05, 0.08], [0.17, -0.02, -0.10], [-0.09, -0.01, -0.24], [-0.28, 0.21, 0.29], [0.18, -0.22, -0.23], [-0.05, 0.02, 0.88], [0.21, 0.31, -0.09], [0.40, -0.05, -0.06], [0.08, -0.09, -0.24], [0.20, 0.01, -0.05], [-0.66, -0.33, -0.05], [-0.35, 0.36, -0.27]], "e_above_lowest_kcal_mol": 0.0, "e_homo_ha": -0.3938, "smiles": "COP(=O)(OC)OC.COP(=O)(OC)OC.ClCCCl.ClCCCl.ClCCCl.ClCCCl", "orbital_gap_ev": 11.10, "fmax_ev_per_a": 1.7, "multiplicity": 1, "e_tot_ev": -150211.980, "total_charge": 0}

# 5
{"formula": "C3H8NOS", "method": "ωB97M-V/def2-TZVPD", "species": ["O", "C", "N", "C", "C", "S", "H", "H", "H", "H", "H", "H", "H", "H"], "coordinates": [[1.7282, -1.7405, 0.0000], [2.1366, -0.4732, 0.0178], [1.4826, 0.3557, -1.1188], [0.0635, 0.3863, -0.8348], [-0.6097, -0.1544, 0.3730], [-2.3266, 0.6984, 0.6922], [1.8271, 0.1364, 1.0682], [3.2322, -0.2735, -0.1972], [1.4594, -0.2419, -1.8333], [-0.1164, 1.4632, -0.7135], [-0.5578, 0.0144, -1.7673], [-0.7281, -1.2577, 0.4525], [0.0236, 0.0840, 1.3061], [-1.6616, 1.7832, 1.1046]], "atomic_forces_ev_per_a": [[0.42, 0.92, 0.30], [-0.26, 0.21, 0.33], [0.11, 1.34, 4.58], [-2.46, 1.93, -2.31], [0.16, -1.25, 3.15], [1.72, -0.73, -0.30], [1.05, -0.84, -2.07], [-0.44, -0.23, 0.56], [1.06, -3.18, -3.55], [-0.66, 0.11, -0.48], [1.07, 0.87, 1.56], [-0.17, 0.81, -0.44], [-1.24, -0.22, -1.38], [-0.35, 0.25, 0.04]], "e_above_lowest_kcal_mol": 70.5, "e_homo_ha": -0.1100, "smiles": "[O-]CNCCS", "orbital_gap_ev": 6.23, "fmax_ev_per_a": 4.9, "multiplicity": 1, "e_tot_ev": -17611.947, "total_charge": -1}

# 6
{"formula": "C34H23Cl2MoNO3SSb", "method": "ωB97M-V/def2-TZVPD", "species": ["Mo", "Cl", "C", "C", "C", "Cl", "C", "C", "C", "C", "N", "C", "C", "O", "H", "H", "H", "H", "O", "C", "O", "C", "C", "C", "C", "C", "C", "S", "H", "H", "H", "H", "C", "C", "C", "C", "C", "C", "Sb", "C", "C", "C", "C", "C", "C", "C", "C", "C", "C", "C", "C", "H", "H", "H", "H", "H", "H", "H", "H", "H", "H", "H", "H", "H", "H", "H"], "coordinates": [[-0.2637, 1.0729, 1.2514], [1.0308, -1.3821, 5.3145], [2.1415, -0.6809, 4.2168], [3.5287, -0.7794, 4.4483], [4.4277, -0.2256, 3.5822], [6.1154, -0.3663, 3.8983], [3.9893, 0.4714, 2.4247], [4.8143, 1.1159, 1.4845], [4.2328, 1.7795, 0.4359], [2.8415, 1.7969, 0.3004], [2.0286, 1.1836, 1.1447], [2.6030, 0.5400, 2.2073], [1.6841, -0.0383, 3.0981], [0.3964, 0.1475, 2.7816], [3.8720, -1.2998, 5.3316], [5.8888, 1.0880, 1.6038], [4.8345, 2.2977, -0.2967], [2.3738, 2.3378, -0.5112], [-4.0530, 2.5308, 1.7570], [-2.9574, 2.6322, 1.2840], [-2.0199, 1.6958, 1.4922], [-2.5296, 3.8008, 0.4537], [-3.4137, 4.8797, 0.4373], [-3.1407, 6.0191, -0.2929], [-1.9695, 6.0930, -1.0353], [-1.0870, 5.0288, -1.0407], [-1.3524, 3.8780, -0.2968], [-0.1655, 2.5757, -0.5176], [-4.3202, 4.7918, 1.0197], [-3.8366, 6.8466, -0.2841], [-1.7400, 6.9786, -1.6129], [-0.1786, 5.0782, -1.6269], [1.2180, -5.1697, 1.5776], [0.0186, -5.1741, 0.8789], [-0.4490, -4.0068, 0.2915], [0.2871, -2.8323, 0.4099], [1.4961, -2.8320, 1.0986], [1.9594, -4.0007, 1.6833], [-0.3872, -1.0334, -0.4691], [-2.4449, -1.2870, -0.8120], [-3.0061, -0.8112, -1.9932], [-4.3809, -0.8705, -2.1697], [-5.1898, -1.3942, -1.1706], [-4.6295, -1.8586, 0.0115], [-3.2559, -1.8025, 0.1963], [0.4524, -0.9425, -2.3984], [0.0630, -1.8888, -3.3424], [0.6107, -1.8549, -4.6160], [1.5427, -0.8796, -4.9466], [1.9279, 0.0649, -4.0061], [1.3829, 0.0349, -2.7304], [1.5792, -6.0810, 2.0353], [-0.5547, -6.0872, 0.7896], [-1.3854, -4.0179, -0.2534], [2.0890, -1.9284, 1.1734], [2.9010, -4.0008, 2.2174], [-2.3799, -0.3995, -2.7768], [-4.8197, -0.5042, -3.0883], [-6.2617, -1.4347, -1.3108], [-5.2608, -2.2573, 0.7943], [-2.8263, -2.1543, 1.1276], [-0.6684, -2.6498, -3.0935], [0.3084, -2.5899, -5.3499], [1.9657, -0.8542, -5.9419], [2.6487, 0.8288, -4.2667], [1.6740, 0.7813, -2.0023]], "atomic_forces_ev_per_a": [[-0.14, -0.12, -0.03], [0.01, -0.02, 0.04], [-0.13, -0.08, -0.12], [0.10, -0.04, 0.05], [-0.06, -0.04, 0.05], [0.04, 0.00, 0.00], [-0.09, 0.06, -0.08], [-0.02, -0.01, -0.02], [0.15, 0.01, 0.00], [-0.16, -0.04, 0.02], [-0.03, 0.02, 0.02], [0.01, 0.03, -0.02], [0.06, 0.08, 0.14], [-0.10, 0.07, -0.02], [0.01, 0.01, -0.01], [0.00, 0.01, -0.01], [-0.01, 0.00, 0.00], [0.02, 0.00, -0.01], [0.16, -0.14, 0.00], [-0.47, 0.39, -0.24], [0.67, -0.24, 0.13], [0.08, -0.06, 0.04], [-0.03, -0.05, 0.05], [0.00, 0.03, -0.01], [0.00, -0.02, 0.01], [0.01, -0.02, 0.01], [0.03, 0.02, -0.03], [-0.06, -0.09, 0.01], [-0.01, 0.02, -0.01], [0.00, 0.00, 0.00], [-0.01, 0.00, 0.01], [0.00, 0.00, 0.00], [-0.02, 0.01, -0.02], [0.03, 0.00, 0.02], [-0.04, 0.04, -0.01], [-0.06, 0.06, -0.12], [0.00, -0.01, -0.01], [0.02, -0.02, 0.00], [0.01, 0.20, 0.08], [0.04, -0.03, -0.03], [0.02, -0.03, 0.00], [-0.03, -0.01, -0.01], [0.02, 0.01, -0.01], [0.02, 0.00, 0.01], [0.02, 0.02, -0.01], [-0.04, -0.01, 0.08], [0.02, -0.03, 0.02], [0.01, 0.00, -0.01], [-0.02, 0.00, 0.03], [0.01, 0.01, -0.01], [-0.03, -0.01, 0.02], [0.00, 0.00, 0.00], [0.00, 0.00, 0.00], [-0.02, 0.00, 0.01], [0.02, 0.02, 0.01], [-0.01, 0.00, 0.00], [-0.01, 0.00, 0.01], [-0.01, 0.00, 0.00], [0.00, 0.00, 0.00], [0.00, 0.00, -0.01], [0.00, -0.02, 0.01], [0.01, 0.00, -0.01], [0.00, 0.01, 0.00], [0.00, 0.00, 0.00], [0.00, -0.01, -0.01], [0.00, -0.01, -0.02]], "e_homo_ha": [-0.4001, -0.4044], "orbital_gap_ev": [6.54, 6.68], "fmax_ev_per_a": 0.7, "multiplicity": 1, "e_tot_ev": -87532.621, "total_charge": 1}

# 7
{"formula": "C8H7FN2", "method": "ωB97M-V/def2-TZVPD", "species": ["C", "C", "C", "C", "C", "C", "C", "C", "N", "N", "F", "H", "H", "H", "H", "H", "H", "H"], "coordinates": [[-1.4899, -1.8687, 0.3696], [-2.4964, -0.8906, 0.0453], [-0.1439, -1.6443, 0.3755], [-1.9854, 0.3435, -0.1514], [0.3867, -0.4063, -0.0483], [-0.6546, 0.6408, -0.1951], [1.4917, 0.4192, -0.0466], [-0.0033, 1.9795, -0.1998], [1.3885, 1.7046, -0.0850], [3.5607, -0.4926, 0.0909], [3.9920, -0.2618, -1.2248], [-1.8942, -2.8052, 0.6779], [-3.5214, -0.8175, 0.1693], [0.6021, -2.4064, 0.4826], [-2.6376, 1.0835, -0.3549], [-0.2381, 2.5751, -1.1188], [-0.3954, 2.5882, 0.6176], [4.0385, 0.2590, 0.5961]], "atomic_forces_ev_per_a": [[-2.74, 0.13, 0.01], [4.07, -0.60, 1.04], [1.91, 0.65, -1.64], [1.52, -0.32, -0.63], [-5.68, 1.34, 0.69], [1.73, -1.70, 0.19], [5.56, 2.20, 0.68], [-1.29, 0.23, -1.09], [1.72, -2.52, 0.00], [-3.31, 0.90, -0.46], [0.12, 0.04, 0.18], [0.24, -0.84, 0.14], [-1.97, -1.47, 0.11], [-0.15, -0.71, 0.57], [-2.16, 2.74, -0.39], [0.37, -0.46, 0.52], [0.29, 0.02, 0.21], [-0.22, 0.34, -0.11]], "e_above_lowest_kcal_mol": 141.0, "e_homo_ha": [-0.3354, -0.3314], "orbital_gap_ev": [8.92, 8.81], "fmax_ev_per_a": 6.0, "multiplicity": 1, "e_tot_ev": -14100.582, "total_charge": 0}